[1]
{"formula": "C39H41F6O3PSSi", "method": "wB97M-V/def2-TZVPD", "elements": ["C", "C", "Si", "P", "O", "S", "C", "O", "O", "H", "H", "H", "H", "H", "H", "H", "H", "H", "H", "H", "F", "C", "C", "C", "C", "C", "C", "H", "H", "H", "H", "H", "F", "C", "C", "C", "C", "C", "C", "H", "H", "H", "H", "H", "F", "C", "C", "C", "C", "C", "C", "H", "H", "H", "H", "H", "F", "C", "C", "C", "C", "C", "C", "H", "H", "H", "H", "H", "F", "C", "C", "C", "C", "C", "C", "H", "H", "H", "H", "H", "F", "C", "C", "C", "C", "C", "C", "H", "H", "H", "H", "H"], "xyz": [[-4.594, 1.744, -3.860], [-3.987, 1.770, -2.451], [-4.949, 0.817, -1.194], [-7.061, 1.531, -0.840], [-7.946, 1.181, -1.985], [-3.921, 1.139, 0.753], [-3.187, -0.386, 1.268], [-4.931, 1.530, 1.715], [-2.830, 2.058, 0.518], [-5.613, 2.128, -3.889], [-4.591, 0.734, -4.270], [-3.991, 2.361, -4.527], [-3.001, 1.299, -2.480], [-3.812, 2.786, -2.094], [-5.026, -0.630, -1.479], [-7.438, 0.960, 0.388], [-7.011, 2.909, -0.555], [-2.459, -0.663, 0.507], [-3.937, -1.166, 1.376], [-2.671, -0.165, 2.202], [-0.162, 0.189, 3.146], [-0.566, 0.080, 4.435], [-1.583, 0.907, 4.859], [-2.058, 0.763, 6.154], [-1.493, -0.180, 7.001], [-0.458, -0.989, 6.550], [0.013, -0.869, 5.250], [-1.990, 1.639, 4.173], [-2.865, 1.394, 6.500], [-1.859, -0.286, 8.013], [-0.017, -1.724, 7.210], [0.805, -1.500, 4.870], [-1.724, -0.175, -3.550], [-0.836, -0.011, -4.561], [0.263, 0.794, -4.345], [1.169, 0.960, -5.382], [0.962, 0.330, -6.602], [-0.154, -0.473, -6.787], [-1.068, -0.652, -5.758], [0.402, 1.274, -3.385], [2.041, 1.583, -5.233], [1.672, 0.464, -7.406], [-0.318, -0.964, -7.737], [-1.944, -1.276, -5.877], [-13.869, 0.673, -4.156], [-12.619, 0.423, -4.604], [-11.560, 0.549, -3.729], [-10.278, 0.291, -4.192], [-10.080, -0.084, -5.515], [-11.163, -0.202, -6.375], [-12.450, 0.051, -5.922], [-11.740, 0.847, -2.705], [-9.438, 0.387, -3.517], [-9.079, -0.283, -5.875], [-11.009, -0.492, -7.407], [-13.310, -0.037, -6.571], [4.220, 2.083, -2.406], [3.276, 1.837, -1.471], [3.539, 0.903, -0.491], [2.565, 0.657, 0.467], [1.355, 1.335, 0.431], [1.118, 2.268, -0.570], [2.084, 2.529, -1.532], [4.488, 0.384, -0.482], [2.755, -0.069, 1.247], [0.600, 1.140, 1.176], [0.173, 2.795, -0.601], [1.924, 3.257, -2.317], [6.751, -0.817, 3.367], [7.381, -0.774, 2.172], [8.490, 0.035, 2.039], [9.136, 0.072, 0.811], [8.668, -0.688, -0.252], [7.549, -1.492, -0.087], [6.896, -1.543, 1.136], [8.832, 0.623, 2.880], [10.008, 0.700, 0.686], [9.174, -0.652, -1.207], [7.179, -2.084, -0.914], [6.024, -2.165, 1.290], [9.272, -4.269, 8.515], [9.518, -3.617, 7.359], [8.466, -3.022, 6.695], [8.724, -2.351, 5.507], [10.017, -2.292, 5.006], [11.057, -2.902, 5.694], [10.813, -3.572, 6.884], [7.467, -3.086, 7.104], [7.915, -1.875, 4.974], [10.213, -1.773, 4.076], [12.065, -2.860, 5.304], [11.606, -4.052, 7.440]], "forces_ev_per_angstrom": [[0.13, 0.15, -0.04], [0.13, -0.04, -0.22], [0.13, 0.04, -0.12], [-0.28, -0.13, -0.12], [-0.05, -0.04, -0.21], [0.13, 0.10, 0.05], [0.14, -0.09, -0.19], [-0.34, -0.14, 0.18], [0.29, 0.14, -0.13], [-0.06, -0.05, 0.03], [-0.09, -0.04, 0.03], [-0.01, -0.01, -0.02], [0.00, 0.05, 0.08], [-0.14, 0.02, 0.05], [-0.02, -0.04, 0.09], [0.05, 0.14, 0.16], [0.13, 0.02, 0.22], [0.04, -0.02, 0.03], [-0.07, 0.05, 0.14], [-0.06, -0.07, 0.07], [0.14, -0.07, 0.07], [-0.15, -0.03, -0.05], [-0.13, 0.10, -0.09], [0.09, 0.00, 0.06], [0.01, -0.02, 0.01], [-0.04, 0.04, 0.01], [0.07, -0.06, -0.03], [-0.04, 0.00, 0.02], [0.00, 0.01, 0.00], [0.00, -0.01, 0.00], [0.01, -0.01, 0.00], [0.01, 0.01, 0.00], [0.01, -0.10, -0.02], [0.06, 0.04, -0.01], [0.00, 0.05, 0.07], [-0.01, -0.01, -0.02], [0.01, 0.00, -0.02], [0.03, 0.02, 0.00], [-0.08, -0.05, -0.02], [0.00, -0.04, 0.01], [0.02, 0.01, 0.02], [0.00, 0.00, -0.01], [0.00, -0.01, -0.01], [-0.01, 0.01, 0.01], [0.00, 0.00, 0.00], [0.03, 0.00, 0.00], [-0.01, 0.02, 0.07], [0.03, -0.04, -0.04], [0.00, -0.01, 0.00], [0.03, 0.01, 0.02], [-0.05, -0.02, -0.06], [-0.01, 0.00, 0.00], [-0.01, 0.05, 0.01], [0.00, 0.00, 0.00], [-0.01, -0.01, -0.01], [-0.01, 0.01, 0.01], [0.00, 0.00, -0.02], [-0.02, -0.02, 0.02], [0.10, -0.08, 0.02], [-0.02, 0.02, -0.01], [-0.04, 0.01, -0.06], [-0.02, -0.01, 0.01], [-0.01, 0.04, -0.03], [0.01, 0.03, -0.01], [0.01, -0.01, 0.00], [-0.02, 0.01, 0.02], [-0.02, 0.00, 0.02], [0.02, 0.02, -0.01], [-0.08, 0.04, -0.06], [0.05, 0.01, 0.00], [0.04, 0.05, 0.05], [-0.01, -0.02, -0.02], [0.01, 0.00, -0.02], [0.03, 0.03, 0.00], [-0.11, -0.06, -0.02], [-0.01, -0.01, 0.01], [0.00, 0.01, 0.00], [0.00, 0.00, -0.01], [0.00, -0.02, 0.00], [0.00, 0.00, 0.02], [0.00, 0.00, 0.00], [0.00, 0.01, -0.02], [-0.07, 0.01, 0.02], [0.06, -0.02, 0.02], [0.00, 0.02, -0.03], [-0.03, 0.01, -0.02], [0.07, -0.02, 0.03], [0.01, 0.00, 0.02], [0.00, -0.02, 0.03], [0.00, 0.00, -0.01], [0.01, 0.00, 0.00], [-0.01, -0.01, 0.01]], "mulliken_charge": [-1.30, 0.04, 0.21, 0.15, -0.51, 1.11, -0.72, -0.70, -0.58, 0.39, 0.32, 0.36, -0.06, 0.41, -0.11, 0.09, 0.10, 0.32, 0.38, 0.05, -0.18, 0.37, -0.26, -0.41, -0.57, -0.31, -0.65, 0.50, 0.36, 0.38, 0.36, 0.41, -0.23, 0.44, -0.32, -0.24, -0.67, -0.29, -0.61, 0.34, 0.39, 0.37, 0.37, 0.42, -0.32, 0.47, -0.63, -0.09, -0.69, -0.22, -0.55, 0.43, 0.50, 0.39, 0.36, 0.41, -0.35, 0.47, -0.58, -0.46, -0.71, -0.39, -0.53, 0.55, 0.40, 0.69, 0.49, 0.46, -0.39, 0.42, -0.37, -0.34, -0.57, -0.34, -0.53, 0.50, 0.37, 0.40, 0.39, 0.45, -0.32, 0.40, -0.70, -0.02, -0.49, -0.31, -0.53, 0.42, 0.38, 0.40, 0.36, 0.42], "total_charge": 0, "homo_lumo_gap_ev": 9.37}


[2]
{"formula": "C21H18N2O8PtS", "method": "wB97M-V/def2-TZVPD", "elements": ["Pt", "O", "C", "O", "C", "C", "C", "N", "C", "C", "C", "O", "O", "H", "H", "H", "O", "C", "O", "C", "C", "C", "C", "C", "C", "C", "C", "C", "N", "H", "H", "H", "H", "H", "H", "C", "C", "O", "O", "H", "H", "H", "C", "S", "C", "H", "H", "H", "H", "H", "H"], "xyz": [[-0.807, 0.276, 0.626], [-6.137, 2.908, -2.859], [-6.156, 1.729, -2.478], [-6.988, 0.816, -2.551], [-4.878, 1.328, -1.733], [-4.943, 0.621, -0.533], [-3.805, 0.303, 0.168], [-2.590, 0.644, -0.300], [-2.504, 1.307, -1.470], [-3.606, 1.670, -2.198], [-1.108, 1.649, -1.869], [-0.802, 2.242, -2.861], [-0.189, 1.237, -0.990], [-5.909, 0.309, -0.157], [-3.850, -0.237, 1.099], [-3.474, 2.240, -3.108], [2.236, -1.955, 2.048], [1.796, -0.893, 1.676], [0.556, -0.529, 1.954], [2.707, 0.094, 0.969], [4.026, -0.320, 0.673], [4.872, 0.585, 0.109], [4.424, 1.903, -0.140], [5.265, 2.904, -0.682], [4.789, 4.167, -0.882], [3.450, 4.482, -0.555], [2.617, 3.534, -0.036], [3.088, 2.220, 0.190], [2.250, 1.297, 0.736], [4.315, -1.336, 0.897], [5.885, 0.312, -0.158], [6.287, 2.649, -0.932], [5.432, 4.933, -1.294], [3.082, 5.485, -0.727], [1.586, 3.767, 0.197], [-1.855, -3.470, 1.270], [-1.556, -2.042, 1.018], [-1.936, -1.116, 1.810], [-0.894, -1.675, -0.013], [-1.490, -3.728, 2.263], [-1.380, -4.093, 0.518], [-2.936, -3.619, 1.251], [-2.533, 2.295, 2.497], [-0.893, 2.283, 1.761], [0.083, 1.960, 3.234], [-2.764, 1.322, 2.927], [-3.258, 2.567, 1.734], [-2.516, 3.060, 3.271], [-0.058, 2.813, 3.897], [1.121, 1.884, 2.921], [-0.233, 1.029, 3.698]], "forces_ev_per_angstrom": [[-2.60, -1.13, 1.09], [0.03, -0.04, -0.02], [-0.14, 0.06, -0.07], [0.01, 0.02, 0.04], [0.22, -0.08, 0.12], [-0.12, -0.02, -0.04], [0.09, -0.04, 0.06], [0.23, 0.36, -0.32], [0.10, 0.03, 0.02], [-0.04, 0.08, -0.03], [0.12, -0.06, 0.16], [-0.10, -0.02, -0.03], [1.12, 0.03, 0.33], [0.00, -0.01, -0.03], [0.08, 0.01, 0.05], [-0.03, 0.01, 0.01], [-0.01, 0.02, 0.04], [0.20, -0.08, -0.05], [0.21, 0.76, -0.97], [-0.12, 0.09, 0.08], [-0.06, -0.04, -0.11], [-0.01, -0.04, -0.05], [0.08, 0.02, 0.00], [-0.03, 0.01, -0.03], [-0.01, -0.02, 0.01], [-0.02, 0.02, -0.01], [-0.04, 0.07, -0.04], [0.04, -0.13, 0.00], [-0.16, 0.08, 0.20], [0.01, 0.01, 0.01], [0.02, 0.01, 0.05], [0.00, 0.01, 0.00], [0.00, 0.00, 0.00], [0.01, 0.00, -0.01], [-0.02, -0.06, 0.01], [-0.04, 0.02, 0.02], [0.09, -0.08, -0.17], [0.74, 0.17, -0.10], [-0.14, -0.10, -0.03], [0.00, -0.01, 0.00], [0.00, 0.01, -0.01], [0.00, 0.00, 0.02], [0.03, -0.05, -0.02], [0.36, 0.08, -0.19], [0.05, 0.04, 0.05], [-0.01, 0.00, 0.02], [0.01, -0.01, -0.03], [-0.03, 0.00, 0.00], [-0.03, 0.01, 0.00], [-0.05, 0.02, -0.06], [-0.02, 0.02, 0.02]], "mulliken_charge": [1.86, -0.67, 0.24, -0.68, 0.39, -0.91, -0.08, -0.01, 0.73, -0.76, 0.24, -0.60, -0.72, 0.49, 0.61, 0.59, -0.67, 0.22, -0.56, 0.63, -0.97, -0.67, 1.07, -0.79, -0.52, -0.69, -0.44, 0.00, 0.21, 0.53, 0.42, 0.38, 0.39, 0.42, 0.35, -1.25, 1.18, -0.66, -0.64, 0.32, 0.36, 0.33, -1.02, 0.11, -0.89, 0.27, 0.36, 0.48, 0.53, 0.18, 0.32], "total_charge": 0, "relative_energy_kcal_mol": 30.9, "homo_lumo_gap_ev": 5.88}